(1)
91
Properties=species:S:1:pos:R:3 method="wB97M-V/def2-TZVPD" fmax_ha_per_bohr=0.010 e_above_lowest_kcal_mol=43.11 total_energy_ev=-66984.750 charge=+3 orbital_gap_ev="6.2 / 3.7" spin_multiplicity=5 e_homo_ev="-14.036 / -14.179"
Os -1.082 0.500 0.064
O -2.391 -3.054 2.447
C -1.954 -1.933 1.920
O -2.120 -1.609 0.758
C -1.234 -1.059 2.898
C -1.245 -1.336 4.258
C -0.586 -0.472 5.116
C 0.060 0.626 4.572
C 0.026 0.825 3.199
N -0.618 0.000 2.360
C 0.704 1.976 2.524
O 1.358 2.882 3.216
O 0.639 2.085 1.311
H -2.892 -3.567 1.789
H -1.764 -2.209 4.626
H -0.572 -0.651 6.181
H 0.579 1.307 5.235
H 1.370 2.722 4.170
C -4.863 2.756 -2.059
C -3.636 1.860 -1.879
C -4.146 0.465 -1.490
C -2.863 1.751 -3.197
P -2.449 2.353 -0.499
C -3.554 2.715 0.920
C -3.631 1.759 1.932
C -4.467 1.928 3.026
C -5.241 3.072 3.133
C -5.189 4.030 2.130
C -4.362 3.849 1.033
C -1.644 4.037 -0.885
C -1.295 4.751 0.433
C -2.464 5.016 -1.748
C -0.369 3.884 -1.703
H -5.502 2.305 -2.821
H -4.625 3.757 -2.404
H -5.452 2.823 -1.146
H -4.835 0.121 -2.264
H -4.691 0.482 -0.545
H -3.338 -0.267 -1.408
H -3.491 1.257 -3.941
H -1.955 1.155 -3.079
H -2.595 2.726 -3.606
H -3.043 0.851 1.844
H -4.521 1.164 3.790
H -5.892 3.213 3.984
H -5.803 4.917 2.195
H -4.374 4.602 0.261
H -2.177 5.210 0.871
H -0.579 5.554 0.238
H -0.879 4.086 1.191
H -3.456 5.178 -1.345
H -2.570 4.686 -2.780
H -1.963 5.987 -1.759
H 0.529 2.952 -0.022
H 0.010 4.878 -1.941
H -0.479 3.303 -2.617
C 5.859 -4.455 -4.869
C 5.198 -3.142 -4.710
C 5.836 -2.075 -4.028
C 5.232 -0.863 -3.913
C 3.933 -0.639 -4.472
N 3.429 0.612 -4.333
C 2.266 1.250 -4.878
O 2.331 2.427 -5.087
N 1.174 0.444 -5.119
C 0.467 -0.264 -4.122
C -0.347 -1.335 -4.482
C -1.035 -1.995 -3.486
C -0.932 -1.545 -2.176
N -0.218 -0.462 -1.837
C 0.493 0.140 -2.799
C 3.289 -1.703 -5.169
C 3.917 -2.906 -5.278
H 6.690 -4.588 -4.181
H 6.254 -4.531 -5.890
H 5.145 -5.273 -4.759
H 6.820 -2.233 -3.608
H 5.732 -0.048 -3.406
H 4.096 1.321 -4.046
H 0.621 0.763 -5.905
H -0.422 -1.648 -5.516
H -1.655 -2.850 -3.711
H -1.481 -2.032 -1.384
H 1.066 1.008 -2.494
H 2.338 -1.540 -5.647
H 3.443 -3.706 -5.832
C 2.023 3.961 -0.968
O 0.749 3.230 -0.959
H 2.347 4.010 -2.004
H 2.710 3.381 -0.361
H 1.870 4.955 -0.556

---

(2)
97
Properties=species:S:1:pos:R:3 method="wB97M-V/def2-TZVPD" fmax_ha_per_bohr=0.092 total_energy_ev=-223527.339 charge=-2 orbital_gap_ev="5.1 / 4.9" e_homo_ev="-1.871 / -2.001"
Pb 0.025 0.780 -0.970
C -0.177 1.701 -5.481
O -0.122 0.399 -6.057
C 0.479 -0.638 -5.390
C 0.877 -1.687 -6.189
C 1.505 -2.812 -5.649
C 1.781 -2.838 -4.304
C 1.395 -1.784 -3.457
C 1.860 -1.854 -2.088
N 1.691 -0.994 -1.146
N 2.491 -1.237 -0.050
C 2.366 -0.345 0.901
O 1.534 0.627 0.930
C 3.270 -0.517 2.077
C 3.663 0.594 2.813
C 4.470 0.438 3.931
C 4.871 -0.832 4.328
C 4.475 -1.943 3.594
C 3.685 -1.789 2.465
C 0.651 -0.691 -3.972
O 0.101 0.211 -3.217
H -0.507 2.356 -6.288
H -0.871 1.761 -4.650
H 0.806 2.031 -5.136
H 0.689 -1.603 -7.254
H 1.789 -3.636 -6.291
H 2.297 -3.683 -3.860
H 2.494 -2.704 -1.831
H 3.336 1.579 2.506
H 4.775 1.306 4.503
H 5.479 -0.949 5.218
H 4.766 -2.942 3.900
H 3.356 -2.643 1.890
Se -0.624 -0.461 2.507
Te 0.378 -0.273 4.696
Te 1.006 -5.010 1.861
Se 0.160 -2.648 2.196
O -0.674 3.375 -1.101
N -0.139 4.407 -0.631
C -0.553 5.568 -1.126
C -1.524 5.717 -2.170
N -2.308 5.835 -3.007
C -0.048 6.780 -0.561
N 0.290 7.788 -0.113
C -3.593 5.821 1.047
C -2.479 5.035 1.671
C -1.382 5.646 2.271
C -0.401 4.824 2.785
N -0.462 3.491 2.724
C -1.535 3.010 2.112
S -1.801 1.292 1.862
N -2.570 3.706 1.612
H -3.755 6.757 1.584
H -4.503 5.227 1.034
H -3.327 6.063 0.015
H -1.293 6.723 2.313
H 0.481 5.230 3.270
C -5.363 -0.761 -2.574
C -3.939 -0.284 -2.302
C -3.937 1.225 -2.050
C -3.054 -0.584 -3.512
Sb -2.966 -1.224 -0.527
C -2.616 -3.402 -1.049
C -3.541 -3.893 -2.159
C -1.162 -3.453 -1.498
C -2.786 -4.284 0.180
C -4.667 -1.389 0.979
C -4.154 -2.038 2.262
C -5.834 -2.223 0.445
C -5.175 0.015 1.287
H -5.691 -0.394 -3.557
H -6.063 -0.369 -1.834
H -5.436 -1.850 -2.584
H -4.316 1.753 -2.935
H -2.930 1.604 -1.858
H -4.569 1.498 -1.204
H -3.420 -0.021 -4.382
H -3.067 -1.639 -3.782
H -2.017 -0.292 -3.346
H -3.462 -3.296 -3.064
H -4.588 -3.903 -1.845
H -3.260 -4.923 -2.426
H -0.971 -2.823 -2.372
H -0.889 -4.489 -1.746
H -0.501 -3.163 -0.680
H -3.816 -4.298 0.536
H -2.118 -3.971 0.983
H -2.494 -5.311 -0.077
H -4.021 -3.112 2.156
H -4.859 -1.850 3.082
H -3.190 -1.638 2.586
H -5.506 -3.196 0.076
H -6.363 -1.711 -0.355
H -6.552 -2.395 1.259
H -4.400 0.643 1.727
H -5.996 -0.040 2.015
H -5.549 0.521 0.394